DFT (the ωB97M-V functional and the def2-TZVPD basis) results for C8H4BrNO3Sr as an isolated structure.

Element x y z (Å)
O (-0.0069, 4.5055, -4.2829)
C (-0.0074, 3.3957, -3.9470)
Sr (-0.0121, -1.0549, -1.6684)
C (2.2670, -1.5007, -3.3921)
C (-2.3119, -1.5111, -3.4080)
O (3.2505, -1.6048, -4.0724)
O (-3.2628, -1.5991, -4.0692)
Br (-0.0356, -2.8172, 3.6696)
C (-0.0100, -1.1366, 2.7791)
C (0.0147, 0.0728, 3.4548)
C (0.0323, 1.2094, 2.6483)
C (0.0263, 1.1762, 1.2667)
N (0.0059, -0.0347, 0.6333)
C (-0.0160, -1.1998, 1.3638)
H (0.0188, 0.0695, 4.5294)
H (0.0505, 2.1555, 3.1071)
H (0.0353, 2.0518, 0.6405)
H (-0.0387, -2.1772, 0.7472)

Results
Charge: +2
Calculated total energy (a.u.): -3191.8560

natural (NBO) population analysis, charges in e, atoms 1 to 6:
1 O -0.442
2 C 0.446
3 Sr 1.861
4 C 0.380
5 C 0.376
6 O -0.336


DFT (the ωB97M-V functional and the def2-TZVPD basis) results for a 2-piece molecular cluster, CH3FIN overall.

Element x y z (Å)
C (0.3611, -0.7808, -0.3758)
N (-0.7525, 0.7432, 1.0124)
F (1.0499, -1.4552, 0.5099)
I (1.3400, 0.3080, -1.7952)
H (-0.6640, -1.2217, -0.6526)
H (0.1136, 1.3069, 0.9678)
H (-1.4480, 1.0996, 0.3336)

Results
Relative energy (zero: lowest compared OMol25 entry of this formula, charge and spin) (eV): 3.293
Calculated total energy (a.u.): -492.0772

natural (NBO) population analysis, charges in e, atoms 1 to 6:
1 C 0.114
2 N -0.880
3 F -0.314
4 I 0.215
5 H 0.212
6 H 0.327


DFT (the ωB97M-V functional and the def2-TZVPD basis) results for C25H21F10N5OOs as an isolated structure.

Element x y z (Å)
Os (-0.3853, 0.2664, 0.7394)
C (1.6727, 1.2065, 2.8401)
N (0.3972, 0.4575, 2.6995)
C (0.4742, -0.8822, 3.3285)
C (1.2877, -1.9086, 2.5506)
N (1.5006, -0.7731, 0.3641)
C (2.0998, -0.8998, -0.9361)
C (1.4510, -1.3427, -2.0777)
F (0.1826, -1.7733, -1.9993)
C (2.0828, -1.3811, -3.3054)
F (1.4194, -1.8185, -4.3631)
C (3.4026, -0.9639, -3.4195)
F (4.0077, -0.9956, -4.5847)
C (4.0784, -0.5200, -2.2911)
F (5.3317, -0.1239, -2.3784)
C (3.4251, -0.5012, -1.0745)
F (4.0660, -0.0680, 0.0206)
C (-0.7076, 1.2267, 3.3600)
C (-1.0813, 2.4126, 2.5044)
N (-1.0229, 1.9435, 1.1126)
C (-1.2423, 2.9108, 0.0809)
C (-0.4214, 2.9106, -1.0352)
F (0.6119, 2.0241, -1.0742)
C (-0.5542, 3.8001, -2.0790)
F (0.2788, 3.7317, -3.1108)
C (-1.5504, 4.7637, -2.0206)
F (-1.7030, 5.6260, -3.0068)
C (-2.3793, 4.8077, -0.9125)
F (-3.3427, 5.7105, -0.8380)
C (-2.2213, 3.8917, 0.1185)
F (-3.0726, 3.9399, 1.1468)
H (1.7673, 1.5949, 3.8555)
H (1.6996, 2.0345, 2.1350)
H (2.5372, 0.5661, 2.6664)
H (-0.5457, -1.2541, 3.4181)
H (0.8788, -0.7911, 4.3400)
H (1.0967, -2.8806, 3.0068)
H (2.3651, -1.7465, 2.6416)
H (-0.4295, 1.5148, 4.3754)
H (-1.5706, 0.5627, 3.4092)
H (-0.4161, 3.2723, 2.6391)
H (-2.0818, 2.7339, 2.7863)
C (-2.3404, -0.1356, -3.2369)
C (-2.1187, -0.5473, -1.8172)
O (-1.5240, 0.2244, -1.0395)
N (-2.6251, -1.7214, -1.4337)
C (-2.6495, -2.2274, -0.0643)
C (-1.2794, -2.7138, 0.3396)
C (-0.8379, -4.0114, 0.1307)
C (0.5592, -4.2880, 0.1935)
C (1.4495, -3.3365, 0.5439)
C (0.9509, -2.0175, 1.0346)
N (-0.4434, -1.7755, 0.7616)
H (-1.5581, 0.5521, -3.5482)
H (-3.2987, 0.3844, -3.3057)
H (-2.3665, -0.9897, -3.9111)
H (-3.0752, -2.2792, -2.1431)
H (-3.3783, -3.0326, -0.0216)
H (-2.9640, -1.4336, 0.6159)
H (-1.5363, -4.7742, -0.1829)
H (0.9140, -5.2741, -0.0769)
H (2.5148, -3.5288, 0.5761)
H (2.2201, -0.3589, 0.9527)

Results
Charge: +2
Calculated total energy (a.u.): -2402.9589

natural (NBO) population analysis, charges in e, atoms 1 to 6:
1 Os 1.279
2 C -0.439
3 N -0.391
4 C -0.236
5 C -0.435
6 N -0.607


DFT (the ωB97M-V functional and the def2-TZVPD basis) results for an isolated ion of composition C2H10N3 and charge +1.

Element x y z (Å)
N (0.2854, 1.6991, -0.9332)
C (-0.4111, 1.4788, 0.2885)
N (-0.7135, -0.0639, 0.4793)
C (0.5028, -1.0131, 0.5042)
N (0.2897, -2.0492, -0.4917)
H (-0.1528, 1.2446, -1.7913)
H (0.9459, 2.4840, -1.0590)
H (0.1929, 1.7326, 1.3044)
H (-1.3734, 2.0130, 0.1917)
H (-1.4105, -0.4308, -0.1581)
H (-1.0943, -0.1692, 1.4658)
H (1.5218, -0.5068, 0.1325)
H (0.5990, -1.4050, 1.5817)
H (0.0358, -2.9580, -0.0308)
H (0.7823, -2.0560, -1.4840)

Results
Relative energy (zero: lowest compared OMol25 entry of this formula, charge and spin) (eV): 2.528
SMILES: NC[NH2+]CN
Charge: +1
Calculated total energy (a.u.): -246.1657

natural (NBO) population analysis, charges in e, atoms 1 to 6:
1 N -0.902
2 C -0.034
3 N -0.559
4 C -0.092
5 N -0.907
6 H 0.401


What did the third record say?
DFT (the ωB97M-V functional and the def2-TZVPD basis) results for C25H21F10N5OOs as an isolated structure.

Element x y z (Å)
Os (-0.3853, 0.2664, 0.7394)
C (1.6727, 1.2065, 2.8401)
N (0.3972, 0.4575, 2.6995)
C (0.4742, -0.8822, 3.3285)
C (1.2877, -1.9086, 2.5506)
N (1.5006, -0.7731, 0.3641)
C (2.0998, -0.8998, -0.9361)
C (1.4510, -1.3427, -2.0777)
F (0.1826, -1.7733, -1.9993)
C (2.0828, -1.3811, -3.3054)
F (1.4194, -1.8185, -4.3631)
C (3.4026, -0.9639, -3.4195)
F (4.0077, -0.9956, -4.5847)
C (4.0784, -0.5200, -2.2911)
F (5.3317, -0.1239, -2.3784)
C (3.4251, -0.5012, -1.0745)
F (4.0660, -0.0680, 0.0206)
C (-0.7076, 1.2267, 3.3600)
C (-1.0813, 2.4126, 2.5044)
N (-1.0229, 1.9435, 1.1126)
C (-1.2423, 2.9108, 0.0809)
C (-0.4214, 2.9106, -1.0352)
F (0.6119, 2.0241, -1.0742)
C (-0.5542, 3.8001, -2.0790)
F (0.2788, 3.7317, -3.1108)
C (-1.5504, 4.7637, -2.0206)
F (-1.7030, 5.6260, -3.0068)
C (-2.3793, 4.8077, -0.9125)
F (-3.3427, 5.7105, -0.8380)
C (-2.2213, 3.8917, 0.1185)
F (-3.0726, 3.9399, 1.1468)
H (1.7673, 1.5949, 3.8555)
H (1.6996, 2.0345, 2.1350)
H (2.5372, 0.5661, 2.6664)
H (-0.5457, -1.2541, 3.4181)
H (0.8788, -0.7911, 4.3400)
H (1.0967, -2.8806, 3.0068)
H (2.3651, -1.7465, 2.6416)
H (-0.4295, 1.5148, 4.3754)
H (-1.5706, 0.5627, 3.4092)
H (-0.4161, 3.2723, 2.6391)
H (-2.0818, 2.7339, 2.7863)
C (-2.3404, -0.1356, -3.2369)
C (-2.1187, -0.5473, -1.8172)
O (-1.5240, 0.2244, -1.0395)
N (-2.6251, -1.7214, -1.4337)
C (-2.6495, -2.2274, -0.0643)
C (-1.2794, -2.7138, 0.3396)
C (-0.8379, -4.0114, 0.1307)
C (0.5592, -4.2880, 0.1935)
C (1.4495, -3.3365, 0.5439)
C (0.9509, -2.0175, 1.0346)
N (-0.4434, -1.7755, 0.7616)
H (-1.5581, 0.5521, -3.5482)
H (-3.2987, 0.3844, -3.3057)
H (-2.3665, -0.9897, -3.9111)
H (-3.0752, -2.2792, -2.1431)
H (-3.3783, -3.0326, -0.0216)
H (-2.9640, -1.4336, 0.6159)
H (-1.5363, -4.7742, -0.1829)
H (0.9140, -5.2741, -0.0769)
H (2.5148, -3.5288, 0.5761)
H (2.2201, -0.3589, 0.9527)

Results
Charge: +2
Calculated total energy (a.u.): -2402.9589

natural (NBO) population analysis, charges in e, atoms 1 to 6:
1 Os 1.279
2 C -0.439
3 N -0.391
4 C -0.236
5 C -0.435
6 N -0.607


Which of these has the highest calculated total energy? C2H10N3


Number 2 is which compound? CH3FIN


Among the records above, which one has the highest calculated total energy? C2H10N3